1.
Here is a cluster of 4 separate species, C5H16O3 in total at a distorted geometry from the Open Molecules 2025 dataset. Energies are from the ωB97M-V functional and the def2-TZVPD basis.

Geometry as ORCA input:
```
! wB97M-V def2-TZVPD RIJCOSX def2/J DEFGRID3
* xyz 0 1
O 2.130 2.967 -2.689
C 1.734 0.584 -0.030
H -0.663 -2.625 1.851
H 1.568 1.506 0.591
H 0.752 0.055 -2.840
C 0.459 0.149 -0.736
H -1.718 -3.597 2.211
H -0.956 0.075 4.471
H -2.533 -0.296 -1.158
H -2.440 1.375 -0.361
H -2.643 -0.084 0.449
H -0.471 -1.064 -2.373
H 1.841 2.968 -3.638
O -1.314 -2.752 2.548
C -0.664 0.384 -0.071
H 2.534 0.911 -0.739
H -0.995 -1.111 3.578
H 2.135 2.124 -2.355
C -2.054 0.338 -0.309
O -0.390 -0.701 4.112
H 1.289 -1.476 -1.918
H 2.294 -0.191 0.634
C 0.519 -0.591 -2.029
H -0.414 1.054 0.803
*
```

The calculation puts the energy above the lowest of the compared OMol25 structures with the same formula, charge and spin at 41.9 kcal/mol. Its largest force on an atom is 0.101 Eh/bohr. The value obtained for the HOMO-LUMO gap is 9.45 eV. The SMILES is CC=C(C)C.O.O.O. The LUMO energy comes out at 0.4634 eV.



2.
Here is a cluster of 2 separate species, C18H18N2 in total at a distorted geometry from the Open Molecules 2025 dataset. Energies are from the ωB97M-V functional and the def2-TZVPD basis.

Geometry as ORCA input:
```
! wB97M-V def2-TZVPD RIJCOSX def2/J DEFGRID3
* xyz 0 1
H -3.012 2.850 -2.241
C 0.186 1.280 1.460
H 3.594 -1.485 -0.861
H 0.340 -2.788 2.889
C 1.445 -1.020 -2.467
H 2.096 0.554 1.838
H 3.230 -2.226 1.539
H -2.571 -0.287 1.489
C -1.109 3.354 -1.377
C -1.870 1.422 0.419
H -0.391 -0.709 -3.837
H -0.710 3.852 -2.322
C -0.531 1.959 0.433
C 2.419 -2.104 0.777
C 1.671 1.566 1.983
H 0.927 -4.114 1.997
H 1.704 1.714 3.189
H -0.509 -3.500 1.359
C -0.669 0.383 2.048
H -0.579 -0.353 2.810
C 0.987 -2.211 0.891
H 2.176 2.300 1.355
C 1.569 -1.309 -1.171
H -3.883 1.400 -0.423
C -0.188 3.018 -0.427
N -2.023 0.516 1.458
C -0.854 -1.506 -0.781
C -2.352 2.779 -1.343
H -1.899 -0.513 -2.499
N 2.750 -1.326 -0.349
C -2.890 1.771 -0.475
C -0.995 -0.975 -2.013
C 0.114 -0.877 -2.930
C 0.439 -1.763 -0.369
C 0.338 -3.133 1.810
H 2.185 -0.651 -3.160
H 0.658 3.751 -0.443
H -1.791 -1.618 -0.256
*
```

The calculation puts the energy above the lowest of the compared OMol25 structures with the same formula, charge and spin at 93.9 kcal/mol. Its largest force on an atom is 0.101 Eh/bohr. The value obtained for the HOMO-LUMO gap is 8.32 eV. The SMILES is Cc1c[nH]c2ccccc12.Cc1c[nH]c2ccccc12. The LUMO energy comes out at 0.7897 eV.



3.
Here is an isolated molecule of C6H8N2O2S at a distorted geometry from the Open Molecules 2025 dataset. Energies are from the ωB97M-V functional and the def2-TZVPD basis.

Geometry as ORCA input:
```
! wB97M-V def2-TZVPD RIJCOSX def2/J DEFGRID3
* xyz 0 1
H 0.660 -2.094 -0.158
H -3.009 -0.914 -1.309
C -3.410 -0.372 0.829
S 3.115 -1.395 -0.039
H -2.904 1.003 -1.025
N 2.066 0.978 0.073
N 4.370 1.075 0.288
C 1.048 0.041 -0.121
C -0.430 0.526 -0.230
H -3.035 0.145 1.555
H -4.471 -0.270 0.570
H -3.300 -1.515 0.993
O -0.736 1.640 -0.224
H 5.243 0.592 -0.385
H 4.122 2.120 0.029
C 3.165 0.423 0.105
C -2.720 -0.191 -0.523
C 1.475 -1.234 -0.162
O -1.249 -0.560 -0.265
*
```

The calculation puts the energy above the lowest of the compared OMol25 structures with the same formula, charge and spin at 65.8 kcal/mol. Its largest force on an atom is 0.172 Eh/bohr. The value obtained for the HOMO-LUMO gap is 9.03 eV. The SMILES is CCOC(=O)c1csc(N)n1. The LUMO energy comes out at 0.4978 eV.



4.
Here is a structure of composition C18H23AuN4OS4Se from the Open Molecules 2025 dataset. Energies are from the ωB97M-V functional and the def2-TZVPD basis.

Geometry as ORCA input:
```
! wB97M-V def2-TZVPD RIJCOSX def2/J DEFGRID3
* xyz 0 1
O 0.705 -1.545 1.693
H -3.262 -2.949 -2.840
C 0.397 -2.778 1.620
H -1.486 -4.655 -3.251
C -3.070 -4.342 -0.012
H -0.437 -5.282 2.208
N -0.113 -3.449 0.614
C 0.611 -3.547 2.882
C -1.935 0.195 3.298
C 0.307 -5.530 4.211
C -2.279 -2.645 -3.200
C -1.218 -3.678 -2.847
C 0.110 -4.837 3.028
H -2.768 -3.648 0.769
Se -2.551 -0.405 0.141
C -1.855 -4.892 -0.746
H 2.064 -3.196 5.922
H -0.089 -6.532 4.321
S 0.779 4.253 -0.194
S 0.957 1.515 -1.403
C -2.213 3.342 1.576
C 0.868 2.637 -0.072
C 1.009 -4.941 5.254
H -1.056 -0.373 2.989
Au 0.817 -0.234 0.082
S 0.997 1.699 1.386
H -2.335 -2.528 -4.283
H 1.163 -5.485 6.177
C -2.661 2.731 -0.827
H -2.800 -0.465 3.279
N -2.420 2.424 0.569
H -1.892 2.269 -1.444
H 1.702 -1.958 3.810
H -3.623 -5.164 0.445
S 0.763 -1.938 -1.518
H -1.833 2.978 3.719
C 1.313 -2.959 3.932
H -1.788 0.587 4.301
H -2.183 4.399 1.384
H -2.167 -5.584 -1.529
H -2.034 -1.678 -2.761
N -2.143 1.309 2.396
C -0.220 -3.100 -0.671
H -3.740 -3.817 -0.691
H -1.210 -5.435 -0.056
C -2.039 2.646 2.718
N -1.042 -3.860 -1.402
H -0.262 -3.408 -3.289
C -2.372 1.172 1.074
C 1.513 -3.656 5.112
H -3.633 2.344 -1.127
H -2.630 3.811 -0.950
*
```

The calculation puts the energy above the lowest of the compared OMol25 structures with the same formula, charge and spin at 0.0 kcal/mol. Its largest force on an atom is 0.008 Eh/bohr. The value obtained for the HOMO-LUMO gap is 6.37 eV. The LUMO energy comes out at -0.9750 eV.



5.
Here is a structure of composition C8H15CaN12OSSe2 at a distorted geometry from the Open Molecules 2025 dataset. Energies are from the ωB97M-V functional and the def2-TZVPD basis.

Geometry as ORCA input:
```
! wB97M-V def2-TZVPD RIJCOSX def2/J DEFGRID3
* xyz -1 1
C 0.613 -0.443 -4.091
H 1.635 -0.872 5.489
C -3.207 1.384 -1.815
N -3.184 0.000 -1.793
H -1.493 1.878 3.895
N -1.414 0.068 -4.404
Se 0.040 1.427 1.844
N -0.434 0.164 -3.436
H -3.271 -0.516 -2.653
Se 3.252 -1.745 3.637
H 1.106 -2.428 4.922
N 3.960 1.032 -1.355
C -1.231 -2.339 0.661
N 1.840 0.490 -1.401
H 0.924 0.438 4.057
H -3.050 -0.485 -0.902
Ca -0.767 0.157 -1.138
C 1.979 -1.879 5.253
H 2.551 -2.410 6.066
N 3.793 0.370 -2.513
N 2.852 1.027 -0.631
H 2.640 -0.735 -4.361
H -3.475 1.247 -3.783
C 1.003 0.059 3.019
H -2.332 0.701 2.784
N 0.347 -0.839 -5.327
N -1.334 -2.005 -0.489
N -3.677 1.879 -2.956
N 1.928 -0.496 -3.669
H 3.104 0.522 2.527
H -3.578 2.890 -3.149
H 0.275 -0.762 2.994
S -2.731 2.202 -0.434
C 2.470 0.098 -2.540
C -1.623 1.540 2.851
H -2.117 2.405 2.327
N -0.975 -0.489 -5.489
C 2.353 -0.320 2.596
O -1.151 -2.462 1.847
H 2.376 -0.752 1.560
*
```

The calculation puts the energy above the lowest of the compared OMol25 structures with the same formula, charge and spin at 20.6 kcal/mol. Its largest force on an atom is 0.059 Eh/bohr. The value obtained for the HOMO-LUMO gap is 6.95 eV. The LUMO energy comes out at 2.0551 eV.



6.
Here is a structure of composition C21H22N2O7PS3Zn from the Open Molecules 2025 dataset. Energies are from the ωB97M-V functional and the def2-TZVPD basis.

Geometry as ORCA input:
```
! wB97M-V def2-TZVPD RIJCOSX def2/J DEFGRID3
* xyz -1 1
C -8.749 1.052 0.083
H -0.269 4.146 5.366
H -0.676 1.192 -1.895
C 0.743 -1.790 -1.479
H -3.082 1.796 4.523
C -1.072 3.685 4.788
C 1.364 -0.574 -1.843
C 3.195 2.053 5.732
C -6.721 -0.163 -1.244
C -1.627 1.116 -1.380
P 0.909 1.260 3.205
H -9.572 1.512 0.618
N -8.766 -0.274 0.004
H 3.437 1.018 5.973
O 0.310 1.705 4.630
N -1.596 0.527 -0.184
H 4.251 2.057 3.877
H -2.651 -0.061 1.476
H 1.874 3.948 4.193
C 0.831 -2.752 -2.584
C 2.866 3.681 3.827
S 0.466 -0.659 2.801
C 3.240 2.267 4.230
C -7.745 1.844 -0.459
O 0.186 -1.944 -0.340
H -2.050 1.750 3.082
C -6.710 1.223 -1.140
H -2.032 0.395 4.230
C -2.728 0.425 0.510
Zn 0.288 -0.068 0.547
C 1.873 -0.624 -3.205
C -1.023 2.175 4.930
H 2.873 3.797 2.745
H -2.782 2.052 -2.917
C -3.976 1.501 -1.206
H -7.764 2.920 -0.348
H -0.964 3.971 3.742
S 0.424 2.460 1.715
O 1.385 0.435 -1.032
H -5.935 -0.689 -1.769
S -5.442 2.200 -1.907
H -2.026 4.062 5.163
C -7.759 -0.858 -0.647
H 3.927 2.703 6.214
H -7.789 -1.940 -0.703
H 2.206 2.280 6.127
H 3.592 4.369 4.265
C -2.112 1.477 4.136
C 1.613 -2.042 -3.678
O 2.458 1.246 3.571
C -3.938 0.903 0.049
O 2.388 0.267 -3.860
O 0.377 -3.878 -2.648
C -2.797 1.607 -1.931
H -1.141 1.910 5.984
O 1.948 -2.518 -4.736
H -4.827 0.804 0.656
*
```

Its largest force on an atom is 0.008 Eh/bohr. The value obtained for the HOMO-LUMO gap is 5.86 eV. The LUMO energy comes out at 1.6841 eV.